Record 1
Here is a cluster of 4 separate species, C23H44ClF9NO9S3 in total from OMol25. Energies are from the ωB97M-V functional and the def2-TZVPD basis.

```
90
Properties=species:S:1:pos:R:3:forces:R:3:lowdin_charge:R:1
C 4.681030 -2.684514 -0.233350 0.2 0.0 -0.1 -0.052
C 4.211446 -1.972843 -1.477197 0.0 -0.5 0.0 -0.348
C 4.147439 -2.804358 -2.729887 0.1 -0.1 0.1 -0.063
C 3.902280 -0.686951 -1.488663 -0.2 0.5 -0.2 -0.096
C 4.065179 0.251194 -0.324287 0.0 -0.1 0.1 -0.187
C 3.236005 1.540986 -0.353960 0.0 0.0 0.0 -0.167
C 1.765394 1.411938 -0.794311 -0.2 0.0 0.0 -0.350
C 1.550959 1.388404 -2.323550 -0.2 -0.1 0.1 -0.055
C 1.059891 0.220686 -0.100169 0.0 0.0 -0.1 -0.133
C -0.264744 0.611835 0.529536 0.3 0.0 0.2 -0.116
N -1.224663 1.108442 -0.561998 -0.1 0.0 0.1 -0.304
Cl -2.190200 2.464108 -0.054616 0.0 0.0 0.0 0.921
C -2.101291 0.058194 -1.240587 -0.1 0.0 0.1 -0.476
F -2.524922 0.615277 -2.359104 -0.1 0.2 -0.2 0.194
F -1.293482 -0.941475 -1.539425 0.2 -0.2 0.0 0.199
C -3.335456 -0.409199 -0.377929 0.5 -0.1 -0.1 -0.378
F -4.338981 0.404313 -0.662467 -0.4 0.3 -0.2 0.174
F -3.043206 -0.281090 0.925004 0.1 -0.1 0.2 0.125
C -3.798640 -1.871229 -0.667680 0.2 -0.1 0.4 -0.355
F -3.731116 -2.070612 -1.983829 0.2 0.0 -0.3 0.176
F -5.069815 -1.935760 -0.286119 -0.4 -0.1 0.1 0.190
C -3.007383 -3.001999 0.099106 0.1 -0.1 0.2 -0.512
F -1.767241 -2.578045 0.428602 -0.3 -0.1 -0.1 0.156
F -3.648643 -3.322112 1.221390 0.3 0.1 -0.5 0.201
F -2.891284 -4.069596 -0.681580 -0.1 0.3 0.3 0.204
H 3.829320 -2.931048 0.408611 0.1 0.0 0.0 0.086
H 5.390808 -2.091099 0.347165 -0.1 0.0 0.0 0.080
H 5.182094 -3.619968 -0.487587 -0.1 0.0 0.0 0.079
H 3.571651 -2.321565 -3.520157 0.0 0.0 0.0 0.073
H 3.730414 -3.795500 -2.533360 -0.1 0.1 0.0 0.080
H 5.167339 -2.970465 -3.093091 -0.1 0.0 -0.1 0.090
H 3.558313 -0.278415 -2.434923 0.2 0.1 0.0 0.098
H 5.120336 0.533358 -0.246699 -0.1 0.1 0.1 0.111
H 3.844390 -0.279136 0.610168 0.0 0.0 -0.1 0.105
H 3.233181 1.943741 0.663504 0.1 0.0 -0.1 0.116
H 3.719237 2.306146 -0.967201 0.0 -0.1 -0.1 0.118
H 1.276452 2.334566 -0.441996 0.1 0.0 0.1 0.130
H 2.316422 1.970660 -2.836627 0.0 0.0 0.0 0.095
H 0.590463 1.845039 -2.619037 0.1 0.0 0.0 0.072
H 1.550032 0.375070 -2.727413 0.1 0.1 0.0 0.078
H 1.668272 -0.183741 0.713056 0.0 0.1 0.0 0.134
H 0.938255 -0.606745 -0.799820 0.0 0.0 0.1 0.117
H -0.749232 -0.177130 1.096220 -0.1 -0.1 -0.2 0.125
H -0.127476 1.469449 1.188141 -0.1 0.0 -0.1 0.126
H -0.624423 1.481014 -1.317065 0.0 -0.1 0.0 0.105
O 6.038527 2.637858 0.937208 -0.1 0.0 0.0 -0.292
S 7.397023 3.107333 0.931206 0.1 0.0 0.1 0.564
O 8.367228 2.362441 0.192210 0.0 0.0 0.0 -0.266
O 7.875279 3.301626 2.425192 0.0 0.0 -0.1 -0.261
C 7.694957 2.191391 3.344716 0.0 -0.2 0.2 -0.240
C 8.738957 1.112869 3.162238 0.0 0.0 -0.1 -0.068
C 7.454444 4.795092 0.448947 0.0 0.0 0.0 -0.117
H 6.681438 1.806257 3.228054 0.0 0.0 -0.1 0.110
H 7.770128 2.654057 4.325960 0.0 0.1 0.0 0.123
H 8.625411 0.601250 2.207910 0.0 0.0 0.0 0.072
H 8.639909 0.380503 3.963900 0.0 0.0 0.0 0.084
H 9.740483 1.539884 3.200036 0.0 0.0 0.0 0.088
H 6.729949 5.353730 1.034495 0.0 0.0 0.0 0.076
H 7.205282 4.824829 -0.609525 0.0 0.0 0.0 0.078
H 8.463458 5.164207 0.611174 0.0 0.0 0.0 0.080
O -9.126889 -5.624156 -3.969092 0.0 0.0 0.0 -0.271
S -8.296985 -5.116824 -5.018748 0.0 0.0 0.0 0.569
O -7.262656 -5.944907 -5.556004 0.0 0.0 0.0 -0.271
O -7.665059 -3.733757 -4.535045 0.0 0.0 -0.1 -0.264
C -7.033193 -3.735480 -3.235906 0.0 0.0 0.2 -0.251
C -5.661066 -4.375931 -3.259603 0.0 -0.1 -0.1 -0.069
C -9.281311 -4.479762 -6.325422 0.0 0.0 0.0 -0.119
H -7.695488 -4.227009 -2.522158 0.0 0.0 0.0 0.115
H -6.975617 -2.681343 -2.968072 0.0 0.0 -0.1 0.117
H -5.725522 -5.444345 -3.457233 0.0 0.0 0.0 0.079
H -5.179310 -4.239028 -2.291471 0.0 0.0 0.0 0.055
H -5.040201 -3.928450 -4.036133 0.0 0.0 0.0 0.088
H -10.039311 -3.824569 -5.906075 0.0 0.0 0.0 0.077
H -9.739409 -5.338896 -6.810675 0.0 0.0 0.0 0.080
H -8.635889 -3.949721 -7.020375 0.0 0.0 0.0 0.077
O -1.249144 4.463517 4.490092 0.0 0.0 0.0 -0.285
S -1.980795 3.764698 5.506771 -0.1 0.0 0.0 0.573
O -1.441272 2.546558 6.026194 0.0 0.0 0.0 -0.271
O -3.456985 3.499305 4.958289 0.1 0.0 0.1 -0.254
C -3.532215 2.916762 3.642136 0.0 0.0 -0.2 -0.262
C -3.245589 1.429291 3.642539 0.1 0.1 0.2 -0.067
C -2.403559 4.843469 6.822265 0.0 0.0 0.0 -0.114
H -2.841373 3.461410 2.994356 0.0 0.0 0.0 0.092
H -4.545397 3.123915 3.302569 0.0 0.0 0.1 0.127
H -2.215604 1.224494 3.934419 0.0 0.0 0.0 0.074
H -3.413083 1.032317 2.643383 -0.1 0.0 0.1 0.043
H -3.897170 0.912094 4.345886 0.0 0.0 0.0 0.094
H -2.841672 5.746899 6.407998 0.0 0.0 0.0 0.080
H -1.476763 5.067556 7.346160 0.0 0.0 0.0 0.082
H -3.098347 4.328741 7.480418 0.0 0.0 0.0 0.081
```
Positions in Å, forces in eV/Å.

Calculated values
- Gap between HOMO and LUMO: 6.54 eV
- F_max: 0.6 eV/A
- Total charge: +1
- HOMO: -10.999 eV

Record 2
Here is a structure of composition C23H44F2N2O16P4S at a distorted geometry from OMol25. Energies are from the ωB97M-V functional and the def2-TZVPD basis.

```
92
Properties=species:S:1:pos:R:3:forces:R:3:lowdin_charge:R:1
C -0.361504 5.593995 -2.779433 0.2 0.3 0.2 0.142
C -0.893335 4.523853 -2.839283 -0.3 -0.1 -0.8 -0.079
C -1.673152 3.398131 -3.269975 0.0 0.4 0.7 -0.180
C -3.040020 3.468592 -3.239596 0.6 -0.7 -0.3 0.050
C -3.810275 2.366400 -3.705463 -0.8 0.5 0.5 -0.104
C -5.321307 2.456879 -3.679761 -0.1 -0.5 -0.8 -0.279
F -5.727217 3.460610 -2.809125 0.2 0.1 0.0 -0.013
C -5.895187 2.729400 -5.071445 0.4 0.3 -0.5 -0.165
C -5.009151 3.641613 -5.942619 -0.7 -0.1 0.2 -0.080
C -3.234905 1.240918 -4.187491 0.0 0.1 0.1 -0.175
F -4.022830 0.260475 -4.641808 0.1 -0.3 0.0 0.111
C -1.824691 1.102081 -4.221410 -1.4 0.1 0.0 -0.301
N -1.145257 0.042611 -4.659615 0.8 0.7 0.2 -0.184
S 0.392125 0.505443 -4.483399 0.3 -0.7 -0.2 1.044
N 0.247825 1.960489 -3.871447 0.0 0.3 0.1 -0.207
C -1.064746 2.211677 -3.754718 0.5 -0.5 -0.3 -0.296
H 0.084646 6.557203 -2.758332 0.1 0.0 0.2 0.031
H -3.519893 4.361892 -2.875048 -0.1 0.0 0.0 0.133
H -5.720077 1.509600 -3.313482 -0.1 0.1 0.2 0.150
H -6.888785 3.169595 -4.992594 0.0 -0.1 0.3 0.116
H -6.013287 1.788846 -5.609992 -0.1 -0.1 0.2 0.113
H -4.201676 3.064656 -6.387480 0.2 0.2 0.0 0.076
H -5.625869 4.051262 -6.741940 0.1 0.0 -0.1 0.074
H -4.625147 4.482663 -5.366990 0.2 0.0 -0.1 0.076
C 3.172483 0.512532 -2.050968 -0.2 0.4 0.2 -0.116
O 3.259436 -0.808580 -2.592062 -0.5 -2.4 -1.8 -0.299
P 3.440788 -2.007870 -1.487191 2.1 3.0 5.2 0.562
O 2.531916 -1.622063 -0.385127 -0.4 -0.4 -0.7 -0.255
O 5.007589 -1.598352 -1.210443 0.0 -0.3 -0.5 -0.257
C 5.896525 -1.399339 -2.317492 0.0 0.1 0.2 -0.115
O 3.717031 -3.561422 -1.091908 -1.1 -0.2 -2.9 -0.222
C 4.779714 -4.333145 -1.692870 0.2 -0.1 0.1 -0.083
H 3.398750 1.206975 -2.859692 0.0 -0.2 -0.1 0.092
H 2.162756 0.705640 -1.695063 0.0 -0.1 0.1 0.075
H 3.889131 0.658172 -1.243405 0.0 -0.1 0.0 0.091
H 6.090311 -0.333038 -2.438340 0.0 0.0 -0.1 0.087
H 5.489470 -1.788559 -3.250695 0.0 0.1 0.0 0.080
H 6.833503 -1.910611 -2.102280 0.0 0.0 0.1 0.092
H 5.712353 -4.127713 -1.172071 0.0 0.1 0.0 0.089
H 4.881361 -4.121821 -2.756240 0.0 0.0 0.0 0.083
H 4.533185 -5.382778 -1.563519 -0.1 0.0 0.0 0.092
C 6.778366 -8.065721 3.091311 0.4 -0.3 0.0 -0.108
O 5.531716 -7.430159 2.805981 -2.9 0.6 -0.7 -0.275
P 5.634340 -5.987301 2.044535 5.7 1.9 0.5 0.520
O 6.706343 -6.160643 1.043513 -0.6 -0.3 -0.2 -0.252
O 6.152699 -5.188492 3.378863 -0.6 -0.2 0.1 -0.253
C 5.478920 -5.381103 4.629938 0.2 0.1 0.0 -0.119
O 4.844801 -4.700418 1.442528 -2.0 -2.1 0.5 -0.219
C 3.885163 -3.982352 2.257486 -0.1 0.3 -0.1 -0.063
H 6.584047 -8.800369 3.871841 -0.2 0.1 0.0 0.092
H 7.151328 -8.575188 2.205998 0.0 0.1 -0.1 0.088
H 7.515858 -7.348252 3.448472 0.0 0.1 -0.1 0.090
H 6.100142 -5.993979 5.283991 0.0 0.0 0.0 0.086
H 4.512056 -5.868910 4.508715 0.0 0.0 0.1 0.078
H 5.325965 -4.406901 5.091836 0.0 0.0 0.0 0.091
H 4.406899 -3.261891 2.885854 0.1 -0.1 0.0 0.096
H 3.293596 -4.658713 2.872403 0.0 0.0 0.0 0.084
H 3.219991 -3.445579 1.584009 0.1 -0.1 -0.1 0.076
C -10.423504 0.843451 2.527243 -0.4 -0.2 0.1 -0.106
O -9.389989 1.821741 2.398255 1.9 2.3 0.4 -0.278
P -9.032594 2.271365 0.867805 -2.4 -4.0 -3.6 0.523
O -10.334420 2.381528 0.189144 0.2 0.4 0.4 -0.240
O -8.244569 0.869723 0.525508 0.4 0.4 0.3 -0.260
C -7.284983 0.353463 1.457765 -0.2 -0.1 -0.1 -0.123
O -8.082188 3.164433 -0.115103 0.4 1.0 2.7 -0.201
C -6.646539 3.096985 -0.008439 0.1 0.1 0.0 -0.100
H -10.314443 0.401329 3.516771 0.1 0.1 0.0 0.092
H -11.399310 1.317083 2.452867 0.0 0.0 -0.1 0.089
H -10.327552 0.064013 1.772574 0.0 0.1 -0.1 0.090
H -7.707166 -0.512221 1.968608 0.0 0.0 0.1 0.087
H -6.994374 1.091765 2.204640 0.0 -0.1 0.1 0.078
H -6.398231 0.044265 0.905646 0.0 0.0 -0.1 0.088
H -6.278565 2.241146 -0.570493 -0.1 -0.1 0.1 0.081
H -6.323552 3.029740 1.029517 0.1 0.0 0.0 0.084
H -6.235429 4.002019 -0.443775 -0.1 0.0 0.0 0.083
C 2.195726 0.238104 1.910256 -0.2 -0.5 0.0 -0.100
O 3.044948 1.389322 2.055419 1.8 2.5 -0.4 -0.275
P 3.940512 1.422332 3.414124 -2.3 -4.0 3.6 0.521
O 4.415921 0.041139 3.605655 0.3 0.3 -0.3 -0.243
O 2.665020 1.800797 4.380994 0.2 0.6 -0.3 -0.261
C 1.762981 2.840243 3.981075 -0.1 -0.2 0.1 -0.125
O 5.009941 2.254636 4.332405 -0.1 1.2 -2.6 -0.209
C 4.756943 3.624999 4.691290 0.1 0.0 0.1 -0.099
H 1.429983 0.492229 1.179980 0.1 0.2 0.0 0.092
H 2.767957 -0.600886 1.536731 0.0 0.0 0.1 0.055
H 1.717616 -0.018853 2.855908 0.1 0.1 0.1 0.092
H 0.825288 2.395509 3.646976 0.0 0.0 -0.1 0.087
H 2.166073 3.450732 3.173390 -0.1 0.0 0.0 0.077
H 1.568328 3.479459 4.841786 0.0 0.0 0.0 0.087
H 4.107783 3.659860 5.565383 -0.1 -0.1 -0.1 0.090
H 4.307404 4.183615 3.872282 0.0 0.1 0.0 0.081
H 5.710124 4.084009 4.942390 0.0 -0.1 -0.1 0.089
```
Positions in Å, forces in eV/Å.

Calculated values
- Gap between HOMO and LUMO: 7.95 eV
- F_max: 6.3 eV/A
- HOMO: -8.975 eV

Record 3
Here is a cluster of 2 separate species, C23H44F5NO3 in total at a distorted geometry from OMol25. Energies are from the ωB97M-V functional and the def2-TZVPD basis.

```
76
Properties=species:S:1:pos:R:3:forces:R:3:lowdin_charge:R:1
C 6.920651 1.232667 0.089986 -1.0 0.3 0.7 -0.109
C 6.330215 -0.235326 0.457513 0.6 0.5 -1.6 -0.161
C 5.932004 -0.990393 -0.923270 2.1 -0.3 0.6 -0.337
C 6.383725 -2.522359 -0.876792 -0.5 -0.9 0.2 -0.069
N 4.533176 -0.736074 -1.331978 -0.1 -0.3 0.9 -0.070
C 4.290996 -0.845947 -2.791998 -1.1 1.1 -0.7 -0.137
C 3.025900 0.123930 -3.112007 0.7 -0.5 0.6 -0.139
C 3.040878 0.711776 -4.596726 -0.8 0.3 1.0 -0.064
C 3.370557 2.267534 -4.623837 -0.6 -0.7 -1.0 -0.332
F 3.310243 2.668023 -5.980291 0.2 -0.4 2.2 0.054
F 2.420939 3.044882 -3.926678 1.9 -1.4 -1.1 0.072
C 4.839233 2.629310 -4.099742 0.7 1.8 -0.2 -0.353
F 4.871414 2.689414 -2.698224 0.3 -0.5 -3.1 0.105
F 5.172690 3.909330 -4.586959 -0.6 -2.5 1.2 0.096
F 5.819931 1.766306 -4.615859 -2.1 1.5 1.5 0.100
C 3.536988 -1.405425 -0.521312 -1.6 -2.7 0.5 -0.368
O 3.310103 -2.615763 -0.439536 1.1 3.2 -0.7 0.122
O 2.658646 -0.533363 0.234893 3.0 0.8 -2.5 -0.011
O 1.465968 -1.141153 0.475817 -2.3 -0.6 0.7 -0.113
C 0.566176 -1.030884 -0.652277 -0.1 -1.2 -1.2 -0.150
C -0.882941 -1.501961 -0.193349 -0.9 -1.0 -0.9 -0.271
C -1.293979 -2.818718 -1.053192 -0.4 0.8 -0.4 -0.084
C -2.047849 -0.437675 -0.436789 -0.4 0.3 1.3 -0.175
C -1.641219 1.088965 -0.180610 -1.8 0.5 -1.3 -0.357
C -2.850175 1.838864 0.597361 0.9 -0.2 0.2 -0.099
C -1.601326 1.792316 -1.648364 1.2 -0.6 -0.1 -0.104
H 8.026508 1.329269 0.325011 -1.4 -0.2 -0.2 0.071
H 6.767974 1.510208 -0.997856 0.1 -0.5 1.2 0.053
H 6.320515 1.998322 0.697194 1.2 -0.9 -0.8 0.077
H 5.420213 -0.156592 1.126115 1.2 -0.2 -0.6 0.109
H 7.197572 -0.797670 0.930699 -1.5 0.4 -0.4 0.106
H 6.596534 -0.491024 -1.714747 -1.2 -0.7 1.0 0.133
H 5.634451 -3.192675 -1.424331 1.0 1.0 0.7 0.077
H 7.401200 -2.710365 -1.341866 -1.2 0.5 0.5 0.079
H 6.438531 -2.931493 0.194650 -0.2 0.7 -1.5 0.087
H 5.178311 -0.385777 -3.338111 -0.9 -0.8 0.9 0.120
H 4.104284 -1.913493 -3.159760 0.3 1.4 0.5 0.141
H 2.089507 -0.479903 -2.912218 1.0 0.9 -0.4 0.095
H 3.083983 0.935917 -2.304001 -0.2 -1.0 -1.3 0.125
H 1.979453 0.577428 -5.006822 1.7 0.4 0.2 0.140
H 3.795337 0.149889 -5.225838 -0.9 0.9 0.5 0.132
H 0.925465 -1.805316 -1.425931 -0.4 1.1 0.9 0.117
H 0.603575 -0.027498 -1.180463 -0.1 -0.9 1.1 0.121
H -0.948681 -1.834132 0.893175 0.7 0.8 -1.3 0.147
H -0.403557 -3.462767 -1.325888 -1.1 0.6 0.6 0.077
H -2.112494 -3.421706 -0.543806 1.2 0.7 -0.5 0.083
H -1.757671 -2.439649 -2.034073 0.8 -0.7 1.3 0.079
H -2.872965 -0.682788 0.325557 1.1 0.2 -1.1 0.109
H -2.558458 -0.543574 -1.457794 1.0 0.1 1.3 0.112
H -0.647075 1.211289 0.357567 -1.4 -0.3 -0.6 0.133
H -3.721574 2.003015 -0.128624 1.2 -0.2 1.2 0.082
H -2.450973 2.832218 1.000991 -0.8 -1.2 -0.7 0.085
H -3.210187 1.229069 1.486604 0.4 0.7 -1.1 0.056
H -1.427690 0.989419 -2.449006 -0.2 1.1 1.1 0.069
H -2.589699 2.287327 -1.911789 1.4 -0.4 0.5 0.073
H -0.709752 2.506858 -1.748323 -1.5 -0.7 0.2 0.078
C -6.747325 0.684098 6.386167 -0.2 0.0 0.0 -0.115
C -6.990679 -0.522083 5.488988 0.1 -0.1 0.1 -0.273
C -5.772136 -0.900383 4.645137 -0.1 -0.1 -0.1 -0.228
C -5.314393 0.168751 3.649077 0.0 0.1 0.1 -0.235
C -6.373362 0.617043 2.639970 0.2 -0.1 0.0 -0.270
C -6.843226 -0.507698 1.727444 -0.2 0.1 -0.1 -0.110
H -6.523892 1.581613 5.805167 0.0 0.0 0.0 0.065
H -7.636341 0.893002 6.986768 0.1 0.0 0.0 0.069
H -5.914444 0.499072 7.069545 0.0 0.0 0.0 0.075
H -7.858130 -0.336218 4.848593 0.0 0.0 0.0 0.098
H -7.253578 -1.377933 6.119819 0.0 0.0 -0.1 0.104
H -5.991461 -1.829188 4.108417 0.0 0.0 0.0 0.101
H -4.934555 -1.131103 5.313217 -0.1 0.0 0.0 0.110
H -4.445210 -0.218812 3.103663 -0.1 0.0 0.0 0.096
H -4.955528 1.047595 4.194962 0.0 -0.1 0.0 0.102
H -5.948518 1.414864 2.021679 0.0 0.0 0.1 0.096
H -7.232458 1.055510 3.156268 0.0 0.0 0.0 0.099
H -6.005154 -0.926941 1.163756 0.0 0.0 0.0 0.069
H -7.576082 -0.129292 1.009326 0.1 -0.1 0.0 0.071
H -7.319105 -1.313979 2.289940 0.0 0.0 0.0 0.066
```
Positions in Å, forces in eV/Å.

Calculated values
- Gap between HOMO and LUMO: 10.10 eV
- F_max: 4.0 eV/A
- HOMO: -9.482 eV

no.,LUMO level (Eh)
1,-0.1639
2,-0.0376
3,0.0228